The following is a quantum chemistry calculation of a structure of composition C18H22AsF6IrNO4 in a non-equilibrium geometry, from the Open Molecules 2025 dataset.

As for the HOMO energy (alpha / beta): -0.3325 / -0.3303 Ha. Its HOMO-LUMO gap (alpha / beta) is 0.3307 / 0.2140 hartree. As for the expectation value of S²: 0.767. The value obtained for the energy above the lowest of the compared OMol25 structures with the same formula, charge and spin is 42.5 kJ/mol. The electronic energy is -108687.73852 eV.

ORCA input file:
```
! wB97M-V def2-TZVPD RIJCOSX def2/J DEFGRID3
* xyz 0 2
Ir -1.652 0.830 0.064
C -2.432 -2.918 -1.657
O -1.539 -1.820 -1.318
C -2.063 -0.896 -0.595
O -3.183 -0.801 -0.115
H -1.858 -3.552 -2.321
H -3.315 -2.522 -2.151
H -2.709 -3.448 -0.749
F -3.043 3.162 -0.282
As -2.975 3.199 -2.034
F -1.348 3.750 -1.892
F -3.612 4.770 -2.128
F -2.773 2.987 -3.715
F -4.498 2.427 -2.082
F -2.240 1.460 -1.850
C 3.404 -3.176 -0.703
C 2.399 -2.491 0.182
C 2.681 -1.265 0.770
C 1.745 -0.599 1.556
C 2.118 0.656 2.296
C 0.485 -1.170 1.719
C 0.201 -2.439 1.209
C -1.084 -3.136 1.570
C 1.161 -3.075 0.433
C -0.548 -0.461 2.556
O -0.599 -0.604 3.751
O -1.408 0.352 1.939
H 4.403 -2.767 -0.558
H 3.143 -3.049 -1.757
H 3.441 -4.247 -0.503
H 3.660 -0.818 0.628
H 3.001 1.122 1.862
H 2.330 0.415 3.340
H 1.310 1.387 2.302
H -1.071 -3.410 2.627
H -1.214 -4.047 0.986
H -1.963 -2.503 1.437
H 0.944 -4.058 0.026
C -0.523 3.544 1.497
C 0.375 2.936 0.477
C 1.546 3.345 -0.010
C 1.959 2.362 -1.014
C 0.998 1.379 -1.090
C 0.922 0.169 -1.952
N 0.021 1.698 -0.193
H 0.049 4.218 2.131
H -0.982 2.786 2.137
H -1.323 4.111 1.019
H 2.076 4.235 0.287
H 2.862 2.389 -1.606
H 1.828 0.092 -2.552
H 0.065 0.222 -2.624
H 0.828 -0.734 -1.348
*
```

=====

The following is a quantum chemistry calculation of a cluster of 2 separate species, C4H6O in total in a non-equilibrium geometry, from the Open Molecules 2025 dataset.

As for the HOMO energy: -0.2896 Ha. Its HOMO-LUMO gap is 0.3219 hartree. The value obtained for the energy above the lowest of the compared OMol25 structures with the same formula, charge and spin is 323.9 kJ/mol. The electronic energy is -6288.56093 eV.

ORCA input file:
```
! wB97M-V def2-TZVPD RIJCOSX def2/J DEFGRID3
* xyz 0 1
C 1.298 -0.031 0.082
O 0.611 -0.565 -1.071
C -0.732 -0.337 -0.946
C -0.923 0.581 0.180
C 0.239 0.746 0.813
H 1.737 -0.848 0.680
H 2.116 0.596 -0.294
H -1.489 -1.464 -0.333
H -1.480 -0.994 -1.406
H -1.903 0.932 0.467
H 0.419 1.309 1.723
*
```

=====

The following is a quantum chemistry calculation of a cluster of 5 separate species, C37H82N2O3P in total in a non-equilibrium geometry, from the Open Molecules 2025 dataset.

As for the HOMO energy: -0.2862 Ha. Its HOMO-LUMO gap is 0.1886 hartree. The electronic energy is -58101.67094 eV.

ORCA input file:
```
! wB97M-V def2-TZVPD RIJCOSX def2/J DEFGRID3
* xyz 1 1
C -23.514 21.857 -25.159
O -24.146 20.693 -24.807
H -23.743 22.699 -24.494
H -22.407 21.778 -25.075
H -23.720 22.112 -26.223
C -16.222 20.204 -25.174
C -17.104 20.463 -23.919
C -18.307 19.532 -23.817
C -19.152 19.593 -25.051
N -20.285 18.614 -25.115
C -19.777 17.204 -25.134
C -20.778 16.383 -25.952
C -21.710 17.420 -26.593
C -21.043 18.741 -26.397
C -21.219 18.816 -23.989
H -16.087 19.143 -25.368
H -15.298 20.757 -25.027
H -16.699 20.708 -26.021
H -17.350 21.523 -23.884
H -16.429 20.232 -23.093
H -18.853 19.760 -22.902
H -17.905 18.518 -23.680
H -18.633 19.564 -26.008
H -19.669 20.563 -25.092
H -19.659 16.823 -24.125
H -18.804 17.251 -25.618
H -21.303 15.634 -25.366
H -20.243 15.842 -26.731
H -22.713 17.420 -26.151
H -21.941 17.147 -27.625
H -21.633 19.657 -26.337
H -20.250 18.964 -27.117
H -21.529 19.856 -24.089
H -20.674 18.624 -23.074
H -22.090 18.178 -24.100
C -21.721 21.122 -29.169
C -23.093 20.924 -29.795
C -23.873 19.870 -29.027
C -25.274 19.778 -29.557
N -26.116 18.726 -28.845
C -25.482 17.351 -28.968
C -26.639 16.386 -29.078
C -27.933 17.205 -29.213
C -27.474 18.620 -29.511
C -26.330 19.074 -27.420
H -21.830 21.650 -28.216
H -21.078 21.759 -29.774
H -21.227 20.166 -28.992
H -22.952 20.679 -30.857
H -23.627 21.875 -29.897
H -23.987 20.197 -27.985
H -23.362 18.908 -29.075
H -25.364 19.401 -30.578
H -25.831 20.706 -29.443
H -24.825 17.232 -28.115
H -24.949 17.396 -29.913
H -26.754 15.585 -28.348
H -26.528 15.807 -30.001
H -28.461 17.255 -28.254
H -28.651 16.730 -29.873
H -28.091 19.382 -29.047
H -27.303 18.833 -30.564
H -27.160 18.455 -27.089
H -26.649 20.115 -27.355
H -25.419 19.021 -26.822
C -25.238 16.879 -20.575
C -26.161 17.916 -21.241
C -25.600 18.324 -22.591
C -26.618 19.002 -23.523
P -27.245 20.606 -22.980
C -27.964 21.515 -24.347
C -27.050 22.166 -25.389
C -27.890 22.809 -26.489
C -27.061 23.255 -27.682
C -28.623 20.369 -21.826
C -29.710 19.437 -22.329
C -30.934 19.392 -21.406
C -31.822 20.633 -21.370
C -25.958 21.539 -22.162
C -26.306 22.859 -21.477
C -25.007 23.505 -20.894
C -23.777 23.408 -21.804
H -25.607 16.532 -19.612
H -24.300 17.417 -20.406
H -25.034 16.009 -21.196
H -26.206 18.793 -20.590
H -27.173 17.506 -21.320
H -25.223 17.459 -23.145
H -24.755 19.019 -22.544
H -27.484 18.380 -23.768
H -26.117 19.299 -24.460
H -28.492 22.338 -23.847
H -28.697 20.902 -24.878
H -26.370 21.404 -25.781
H -26.425 22.918 -24.904
H -28.434 23.638 -26.022
H -28.686 22.118 -26.804
H -26.262 23.955 -27.437
H -27.662 23.756 -28.447
H -26.627 22.392 -28.202
H -29.048 21.331 -21.542
H -28.168 19.909 -20.944
H -29.370 18.410 -22.482
H -30.074 19.728 -23.328
H -30.582 19.233 -20.375
H -31.524 18.497 -21.609
H -32.482 20.636 -22.239
H -31.242 21.557 -21.416
H -32.394 20.630 -20.447
H -25.194 21.728 -22.922
H -25.530 20.857 -21.420
H -27.045 22.684 -20.691
H -26.779 23.562 -22.179
H -24.749 22.845 -20.054
H -25.286 24.502 -20.560
H -23.972 23.846 -22.787
H -23.529 22.356 -21.918
H -22.895 23.879 -21.378
C -20.673 23.555 -23.513
C -19.429 23.089 -22.730
O -18.296 23.374 -23.188
O -19.689 22.524 -21.632
H -21.376 22.740 -23.375
H -20.455 23.749 -24.565
H -21.152 24.439 -23.088
*
```

=====

The following is a quantum chemistry calculation of a structure of composition C4H8N4OS in a non-equilibrium geometry, from the Open Molecules 2025 dataset.

As for the HOMO energy: -0.2998 Ha. Its HOMO-LUMO gap is 0.3194 hartree. The value obtained for the energy above the lowest of the compared OMol25 structures with the same formula, charge and spin is 203.8 kJ/mol. The electronic energy is -23116.66862 eV.

ORCA input file:
```
! wB97M-V def2-TZVPD RIJCOSX def2/J DEFGRID3
* xyz 0 1
C -1.111 1.385 -0.579
C 0.540 -1.610 -1.348
C -0.076 1.191 0.502
C -0.034 -0.250 1.010
N -2.134 0.663 -0.778
N -1.250 -0.857 1.200
N 1.066 -1.254 -0.244
N 1.185 1.717 0.029
O 2.173 -1.514 0.237
S -2.533 -0.660 0.033
H -0.959 2.241 -1.221
H 1.090 -2.264 -2.011
H -0.439 -1.274 -1.632
H -0.382 1.814 1.362
H 0.659 -0.414 1.835
H -1.226 -1.793 1.578
H 1.546 1.154 -0.735
H 1.886 1.725 0.761
*
```

=====

The following is a quantum chemistry calculation of a cluster of 3 separate species, C5H15NO2 in total, from the Open Molecules 2025 dataset.

As for the HOMO energy: -0.3713 Ha. As for the SMILES: C=NCCCC.O.O. Its HOMO-LUMO gap is 0.4053 hartree. The value obtained for the energy above the lowest of the compared OMol25 structures with the same formula, charge and spin is 77.6 kJ/mol. The electronic energy is -11013.14216 eV.

ORCA input file:
```
! wB97M-V def2-TZVPD RIJCOSX def2/J DEFGRID3
* xyz 0 1
C 2.245 -1.261 -0.375
C 1.431 -0.836 0.840
C 1.399 0.671 1.073
C 0.995 1.492 -0.160
C -1.283 1.677 -0.611
N -0.241 0.983 -0.735
H 2.274 -2.350 -0.435
H 1.815 -0.913 -1.315
H 3.271 -0.895 -0.309
H 0.411 -1.209 0.748
H 1.851 -1.293 1.737
H 0.704 0.925 1.878
H 2.373 1.058 1.382
H 1.773 1.395 -0.917
H 0.864 2.550 0.093
H -2.233 1.304 -0.973
H -1.274 2.664 -0.146
H -0.841 -0.658 -1.184
H -1.180 -1.874 -2.058
O -1.392 -1.462 -1.208
H -2.309 -1.006 0.381
H -2.747 -1.226 1.781
O -2.583 -0.527 1.161
*
```

=====

The following is a quantum chemistry calculation of a cluster of 2 separate species, C3H9N2O in total in a non-equilibrium geometry, from the Open Molecules 2025 dataset.

As for the HOMO energy: -0.4896 Ha. Its HOMO-LUMO gap is 0.2949 hartree. The value obtained for the energy above the lowest of the compared OMol25 structures with the same formula, charge and spin is 353.4 kJ/mol. The electronic energy is -8275.41085 eV.

ORCA input file:
```
! wB97M-V def2-TZVPD RIJCOSX def2/J DEFGRID3
* xyz 1 1
C -2.280 0.430 0.012
C 1.137 -1.073 0.411
C 0.892 1.388 0.094
N -2.836 -0.665 0.097
N 0.430 0.023 -0.232
O -1.992 1.540 -0.091
H 0.369 -0.167 -1.236
H 2.231 -1.223 0.428
H 0.895 -1.138 1.487
H 0.690 -2.023 -0.054
H 1.108 1.617 1.127
H 1.832 1.660 -0.279
H -0.047 2.054 -0.206
H -3.871 -0.759 0.161
H -2.344 -1.630 0.294
*
```

=====

The following is a quantum chemistry calculation of a structure of composition C3H4InO3 in a non-equilibrium geometry, from the Open Molecules 2025 dataset.

As for the HOMO energy: -0.8812 Ha. Its HOMO-LUMO gap is 0.1058 hartree. The value obtained for the energy above the lowest of the compared OMol25 structures with the same formula, charge and spin is 163.1 kJ/mol. The electronic energy is -14449.03584 eV.

ORCA input file:
```
! wB97M-V def2-TZVPD RIJCOSX def2/J DEFGRID3
* xyz 3 1
In 10.518 -20.911 -29.328
C 5.415 -17.651 -30.707
C 4.715 -18.954 -31.090
O 5.797 -19.865 -31.158
C 6.816 -19.370 -30.437
O 7.837 -20.024 -30.117
O 6.447 -18.127 -29.956
H 4.871 -16.958 -30.066
H 5.819 -17.055 -31.525
H 4.343 -18.794 -32.102
H 3.921 -19.220 -30.393
*
```